(1)
C32H28BrF6IN3O6S3SbSc | ωB97M-V with the def2-TZVPD basis set

Calculated values
Energy above the lowest of the compared OMol25 structures with the same formula, charge and spin   0.00 kJ/mol
Multiplicity   2
HOMO-LUMO gap (alpha / beta)   8.68 / 6.04 eV
HOMO energy (alpha / beta)   -8.85 / -8.82 eV

Each line ends with the Mulliken charge.
Element x y z (Å)
1 Sc -0.021 -0.867 0.079  1.019
2 O -3.830 -0.157 -1.698  -0.705
3 C -2.848 -0.772 -1.342  -0.416
4 O -1.770 -0.279 -0.821  1.220
5 C -2.803 -2.283 -1.464  0.468
6 C -3.953 -3.011 -1.730  -0.816
7 C -3.866 -4.393 -1.740  -0.473
8 C -2.639 -4.986 -1.491  -0.664
9 C -1.544 -4.169 -1.262  0.509
10 N -1.618 -2.840 -1.250  0.512
11 C -0.212 -4.803 -0.980  -0.042
12 O -0.077 -5.971 -0.770  -0.560
13 O 0.803 -3.910 -1.038  -0.265
14 H -4.879 -2.481 -1.903  0.556
15 H -4.742 -5.000 -1.928  0.448
16 H -2.507 -6.058 -1.471  0.528
17 F 1.750 -1.652 -0.329  -0.705
18 Sb 2.153 -3.786 0.332  2.014
19 F 2.996 -5.457 0.255  -0.535
20 F 1.124 -4.552 1.697  -0.589
21 F -0.260 -2.433 1.143  -0.970
22 F 2.985 -2.802 1.688  -0.561
23 F 3.523 -3.260 -0.844  -0.577
24 Br 1.727 2.273 -4.133  -0.121
25 C 0.225 1.412 -4.902  0.141
26 C -0.519 2.123 -5.834  -0.454
27 C -1.621 1.533 -6.431  -0.577
28 C -1.978 0.233 -6.100  -0.682
29 C -1.234 -0.472 -5.169  -0.333
30 C -0.128 0.109 -4.564  0.116
31 I 0.913 -1.000 -3.133  0.211
32 H -0.228 3.133 -6.085  0.413
33 H -2.199 2.091 -7.155  0.400
34 H -2.839 -0.231 -6.559  0.387
35 H -1.518 -1.480 -4.898  0.493
36 O -0.158 1.307 -0.066  -0.060
37 C -0.996 2.246 0.515  3.156
38 C 0.225 3.115 0.807  -0.950
39 C 0.843 3.951 -0.107  -0.005
40 C 2.034 4.503 0.387  -0.885
41 C 2.320 4.063 1.655  -0.646
42 S 1.154 2.981 2.258  0.058
43 C -1.920 2.853 -0.511  -0.901
44 C -1.823 2.732 -1.861  -0.004
45 C -2.844 3.442 -2.547  -0.974
46 C -3.689 4.084 -1.697  -0.577
47 S -3.268 3.819 -0.061  -0.167
48 C -1.715 1.801 1.770  -0.809
49 C -1.935 2.557 2.883  -0.266
50 C -2.623 1.851 3.907  -1.020
51 C -2.900 0.570 3.549  -0.607
52 S -2.381 0.221 1.958  0.183
53 H 0.426 4.139 -1.086  0.673
54 H 2.654 5.200 -0.157  0.468
55 H 3.162 4.346 2.268  0.557
56 H -1.072 2.122 -2.335  0.637
57 H -2.956 3.451 -3.622  0.438
58 H -4.555 4.678 -1.941  0.486
59 H -1.612 3.584 2.974  0.670
60 H -2.897 2.281 4.859  0.454
61 H -3.411 -0.186 4.122  0.528
62 C 0.880 -1.802 4.035  -0.959
63 N 2.028 -0.974 3.693  0.417
64 C 3.233 -1.239 4.463  -0.619
65 C 4.293 -0.195 4.188  -0.742
66 C 4.454 -0.056 2.688  -0.652
67 N 3.170 0.286 2.093  0.809
68 C 3.229 0.980 0.817  -1.183
69 C 2.028 -0.309 2.520  -0.586
70 O 0.949 -0.195 1.887  0.178
71 H 0.388 -1.421 4.933  0.251
72 H 1.221 -2.823 4.219  0.313
73 H 0.177 -1.822 3.209  0.088
74 H 3.606 -2.238 4.210  0.277
75 H 2.958 -1.245 5.520  0.449
76 H 5.235 -0.487 4.650  0.390
77 H 3.990 0.766 4.611  0.270
78 H 4.832 -0.984 2.248  0.239
79 H 5.156 0.741 2.444  0.445
80 H 3.878 1.851 0.923  0.411
81 H 2.242 1.326 0.529  0.063
82 H 3.623 0.331 0.033  0.309

Atomic forces in eV per Å
-0.50 -0.69 0.52
0.00 0.07 0.02
0.03 -0.21 -0.07
0.03 0.06 0.11
0.06 0.07 0.00
0.00 -0.06 -0.01
-0.04 0.04 -0.01
0.02 -0.07 -0.05
0.04 0.14 -0.07
0.03 -0.06 0.09
0.03 0.03 -0.05
0.01 -0.03 0.05
-0.11 -0.13 0.02
0.00 0.01 0.00
0.01 -0.01 0.00
0.00 0.00 0.01
0.18 -0.44 0.18
0.31 0.16 -0.63
0.08 -0.03 0.10
-0.27 0.11 0.06
-0.19 0.23 -0.15
0.24 0.10 0.26
0.05 -0.02 -0.16
-0.07 0.03 0.02
0.04 -0.04 0.00
0.00 -0.02 0.02
0.00 -0.03 0.02
-0.01 0.05 -0.03
-0.06 -0.06 0.03
0.05 0.12 0.22
0.09 0.01 -0.18
0.00 0.00 0.00
0.00 0.00 0.00
0.00 0.00 0.00
0.00 0.00 0.00
-0.03 0.41 -0.10
0.03 0.11 -0.11
-0.13 -0.12 0.23
0.11 0.08 -0.10
-0.03 -0.01 -0.04
-0.10 -0.01 0.05
-0.14 0.23 0.10
-0.03 0.03 0.06
-0.02 0.01 0.02
-0.01 0.00 -0.04
0.01 -0.01 0.02
0.03 0.00 0.01
0.09 -0.06 0.00
0.01 -0.01 -0.02
-0.02 0.01 0.02
0.03 -0.04 -0.03
-0.07 0.24 -0.01
0.00 -0.01 0.00
0.00 0.00 -0.01
0.00 0.01 0.02
0.08 -0.06 -0.07
0.01 0.00 0.00
0.00 0.00 0.00
0.01 0.03 0.00
0.00 0.00 0.01
0.00 0.00 0.01
-0.05 -0.02 0.02
0.01 -0.01 -0.04
0.02 0.01 0.01
-0.03 0.01 -0.01
-0.02 -0.02 0.05
-0.07 0.05 -0.07
-0.02 -0.20 -0.04
-0.03 -0.11 0.19
0.17 0.40 -0.39
0.02 0.01 0.02
0.00 -0.01 -0.02
0.03 -0.03 0.08
-0.02 0.00 0.00
0.00 0.00 0.00
0.00 -0.02 0.00
0.01 0.00 0.00
0.03 -0.02 -0.01
-0.01 0.01 -0.01
0.01 -0.06 -0.03
0.03 -0.10 -0.07
0.02 -0.06 -0.05

(2)
C32H28Cl3F5IN8O3STi | ωB97M-V with the def2-TZVPD basis set

Calculated values
Energy above the lowest of the compared OMol25 structures with the same formula, charge and spin   172.26 kJ/mol
Multiplicity   1
HOMO-LUMO gap   4.46 eV
Net charge   +3
HOMO energy   -15.09 eV

Each line ends with the Mulliken charge.
Element x y z (Å)
1 Ti -1.953 -0.056 0.427  0.375
2 Cl 3.263 -1.361 4.185  -0.194
3 C 3.571 -0.603 2.597  0.228
4 C 2.890 0.580 2.356  -1.134
5 C 3.208 1.180 1.143  -0.006
6 C 3.999 0.597 0.183  -0.785
7 C 3.845 1.254 -1.179  0.828
8 C 3.013 0.376 -2.160  -1.008
9 N 1.913 -0.246 -1.445  0.820
10 C 1.992 -1.489 -0.868  -0.906
11 C 0.880 -1.564 -0.028  -0.950
12 N 0.178 -0.336 -0.044  1.418
13 C 0.907 0.431 -0.893  -1.149
14 O 5.115 1.578 -1.697  -0.445
15 C 5.089 2.591 -2.751  -0.824
16 C 3.959 3.552 -2.563  0.081
17 C 3.743 4.337 -1.444  0.858
18 Cl 4.580 4.480 -0.002  -0.118
19 S 2.182 5.168 -1.454  -0.135
20 C 1.861 4.492 -3.050  -0.703
21 C 2.851 3.684 -3.470  -0.666
22 C 4.609 -0.611 0.490  0.936
23 Cl 5.666 -1.304 -0.668  -0.116
24 C 4.461 -1.154 1.777  -0.849
25 H 2.275 1.037 3.143  0.792
26 H 2.772 2.183 0.928  0.367
27 H 3.265 2.122 -0.952  -0.251
28 H 3.684 -0.429 -2.500  0.436
29 H 2.584 1.146 -2.912  0.163
30 H 2.668 -2.312 -1.101  0.500
31 H 0.650 -2.395 0.626  0.578
32 H 0.695 1.473 -1.127  0.406
33 H 4.947 2.029 -3.622  0.432
34 H 6.114 3.099 -2.755  0.328
35 H 1.031 4.936 -3.658  0.478
36 H 2.895 3.240 -4.425  0.647
37 H 4.997 -2.026 2.084  0.556
38 N -1.584 1.918 1.465  -0.010
39 C -1.064 1.207 2.624  0.337
40 C -0.466 1.685 3.735  -0.694
41 C 0.031 0.790 4.679  -0.522
42 C -0.187 -0.526 4.463  -1.071
43 C -0.792 -0.935 3.290  -0.007
44 N -1.190 -0.049 2.407  0.714
45 H -1.124 2.805 1.404  0.380
46 H -2.586 1.962 1.691  0.322
47 H -0.442 2.840 3.936  0.383
48 H 0.420 1.193 5.612  0.486
49 H 0.225 -1.369 5.018  0.569
50 H -0.944 -1.997 3.164  0.349
51 C -0.686 -0.080 -4.634  -1.031
52 N -1.593 0.629 -3.641  -0.187
53 C -1.967 -0.042 -2.600  0.597
54 N -1.982 -1.427 -2.829  -0.160
55 O -2.331 0.524 -1.531  -0.695
56 H -1.258 -0.909 -5.093  0.375
57 H 0.291 -0.501 -4.206  0.303
58 H -0.286 0.611 -5.396  0.368
59 H -1.294 1.572 -3.688  0.343
60 H -1.903 -1.778 -3.763  0.100
61 H -2.799 -1.794 -2.340  0.232
62 I -7.419 0.374 3.343  0.235
63 C -6.086 0.548 1.743  -0.668
64 C -6.162 0.948 0.415  0.116
65 N -4.882 0.937 -0.016  -0.348
66 N -4.002 0.464 0.873  0.367
67 C -4.757 0.251 2.000  -0.566
68 H -6.993 1.431 -0.182  0.445
69 H -4.733 1.183 -0.979  0.173
70 H -4.441 -0.217 2.921  0.469
71 F -3.441 -6.971 1.727  -0.215
72 C -3.216 -5.694 1.493  0.525
73 C -3.503 -4.594 2.354  -0.063
74 F -4.069 -4.714 3.566  -0.241
75 C -3.228 -3.261 1.896  0.032
76 F -3.453 -2.253 2.760  -0.347
77 C -2.655 -2.971 0.727  0.553
78 O -2.225 -1.746 0.299  0.543
79 C -2.337 -4.098 -0.118  -0.086
80 F -2.010 -3.852 -1.379  -0.270
81 C -2.671 -5.412 0.248  0.103
82 F -2.603 -6.362 -0.627  -0.230

Atomic forces in eV per Å
1.26 -0.14 -1.39
0.22 0.19 -0.72
-1.91 0.58 3.04
0.61 0.24 -0.26
-1.65 1.40 1.14
-0.52 -0.24 -0.68
1.49 -1.19 0.66
0.29 1.50 -0.63
0.36 0.21 0.40
-2.54 -0.58 1.26
0.95 0.56 -0.46
0.73 -0.30 -1.03
-1.04 -0.15 0.13
-0.56 0.55 0.00
1.19 0.75 1.67
-0.37 1.09 0.89
-1.52 0.08 -1.06
0.97 -0.18 0.65
0.89 -0.99 -1.43
-1.30 1.43 0.17
0.75 0.13 0.78
0.51 0.61 0.47
0.05 -0.49 -0.01
1.21 -0.88 -2.19
0.36 -0.18 -0.64
0.32 -0.82 0.16
-0.35 0.66 -0.20
-0.50 0.51 -0.56
0.82 -1.83 0.66
0.08 0.73 -0.12
-0.31 0.17 -0.15
0.09 -0.29 -0.03
-0.02 -0.40 -1.81
-1.46 -0.83 0.09
0.85 -0.74 0.73
-0.11 -0.39 -1.07
0.30 -0.43 -0.05
-0.57 -1.04 1.46
0.60 2.09 -0.66
0.28 3.72 1.37
-0.63 1.74 0.67
0.71 -2.56 -0.64
0.38 -0.71 1.28
-1.52 -2.95 -1.66
-0.15 0.79 -0.56
0.22 1.25 -0.38
0.14 -2.40 -0.47
0.31 -0.26 -0.22
-0.20 0.66 0.59
-0.12 0.05 -0.55
0.61 -0.68 -0.25
3.24 -0.29 -2.85
-0.05 -2.44 -1.64
-1.43 1.80 2.67
-0.15 -0.30 2.10
0.62 0.77 -0.30
-1.65 0.42 0.15
-0.95 -0.10 0.25
-0.51 1.31 1.07
0.03 0.07 -0.21
0.60 -0.56 -0.03
-0.09 0.11 -0.64
-0.50 -0.22 1.02
-0.06 1.15 0.47
-1.94 0.18 -1.16
0.07 -0.21 0.89
-0.08 -0.23 -1.03
1.19 -0.98 0.73
1.16 -0.08 -0.16
0.60 0.28 -0.21
-0.28 0.74 0.59
-0.23 0.99 1.13
-0.13 -0.11 -0.61
0.62 -0.11 -1.11
-1.02 -1.21 3.03
-0.06 -0.14 0.04
2.08 -1.94 -3.28
-0.91 -0.42 0.95
-1.42 -0.06 0.82
0.47 0.00 -0.16
0.19 2.28 -0.19
0.41 -0.74 -0.72

(3)
C32H28N2O2P2PdS2SbSe4 | ωB97M-V with the def2-TZVPD basis set

Calculated values
Energy above the lowest of the compared OMol25 structures with the same formula, charge and spin   17.90 kJ/mol
Multiplicity   1
HOMO-LUMO gap   5.92 eV
Net charge   -1
HOMO energy   -4.82 eV

Each line ends with the Mulliken charge.
Element x y z (Å)
1 Pd -0.099 0.275 -0.007  -0.270
2 S 2.289 -0.820 -3.194  -0.689
3 P 0.546 0.098 -3.445  2.426
4 C -0.303 0.587 -2.051  -0.553
5 P -1.686 1.540 -1.966  1.541
6 S -2.192 1.284 -0.016  -0.618
7 C -3.108 1.101 -3.026  0.814
8 C -3.807 -0.058 -2.686  -0.715
9 C -4.846 -0.513 -3.480  -0.604
10 C -5.202 0.185 -4.628  -0.570
11 C -4.521 1.344 -4.969  -0.736
12 C -3.482 1.801 -4.169  -0.310
13 C -1.471 3.330 -2.239  0.593
14 C -2.561 4.198 -2.268  -0.384
15 C -2.365 5.562 -2.407  -0.700
16 C -1.076 6.071 -2.513  -0.523
17 C 0.013 5.214 -2.464  -0.636
18 C -0.184 3.847 -2.322  -0.484
19 C 0.805 1.552 -4.530  -0.366
20 C 2.023 2.225 -4.509  -0.503
21 C 2.180 3.413 -5.209  -0.626
22 C 1.126 3.937 -5.947  -0.569
23 C -0.084 3.260 -5.993  -0.742
24 C -0.239 2.074 -5.288  -0.776
25 C -0.477 -1.009 -4.486  -0.461
26 C -0.338 -1.094 -5.869  -0.348
27 C -1.074 -2.021 -6.592  -0.710
28 C -1.944 -2.885 -5.939  -0.677
29 C -2.074 -2.817 -4.560  -1.002
30 C -1.350 -1.878 -3.840  0.294
31 H -3.528 -0.595 -1.786  0.293
32 H -5.378 -1.415 -3.206  0.442
33 H -6.010 -0.174 -5.252  0.381
34 H -4.799 1.896 -5.858  0.428
35 H -2.965 2.714 -4.438  0.437
36 H -3.567 3.806 -2.173  0.464
37 H -3.217 6.231 -2.429  0.391
38 H -0.923 7.138 -2.625  0.384
39 H 1.019 5.606 -2.539  0.420
40 H 0.655 3.165 -2.271  0.506
41 H 2.842 1.804 -3.938  0.349
42 H 3.131 3.931 -5.181  0.389
43 H 1.251 4.866 -6.489  0.388
44 H -0.908 3.654 -6.575  0.433
45 H -1.182 1.541 -5.338  0.832
46 H 0.358 -0.441 -6.383  0.470
47 H -0.965 -2.073 -7.668  0.413
48 H -2.514 -3.611 -6.505  0.389
49 H -2.742 -3.495 -4.041  0.462
50 H -1.455 -1.805 -2.763  0.530
51 Se -3.250 -3.546 5.111  -0.490
52 Sb -1.156 -2.732 4.419  0.542
53 Se 0.040 0.355 2.543  -0.543
54 Se -1.043 -1.683 2.085  0.022
55 Se 0.788 -2.757 5.733  -0.459
56 O 1.096 -3.853 -2.649  -0.492
57 C 2.426 -4.205 -2.359  -0.453
58 N 2.547 -4.867 -1.082  -0.077
59 C 2.901 -4.286 0.096  -0.004
60 O 3.221 -4.936 1.076  -0.674
61 C 2.902 -2.789 0.137  0.229
62 C 4.044 -2.122 0.554  -0.328
63 C 4.009 -0.744 0.659  -0.964
64 C 2.818 -0.089 0.408  -0.559
65 N 1.709 -0.733 0.039  0.272
66 C 1.759 -2.053 -0.122  -0.062
67 H 1.124 -2.951 -3.030  0.048
68 H 3.054 -3.311 -2.359  0.335
69 H 2.804 -4.892 -3.120  0.358
70 H 2.444 -5.868 -1.034  0.234
71 H 4.935 -2.686 0.796  0.493
72 H 4.879 -0.179 0.962  0.418
73 H 2.727 0.982 0.520  0.541
74 H 0.851 -2.536 -0.452  0.717

Atomic forces in eV per Å
0.07 0.37 0.10
0.08 -0.02 -0.05
0.05 -0.02 -0.01
0.06 -0.10 -0.01
-0.08 0.05 0.04
0.01 0.07 0.03
-0.07 -0.04 0.01
-0.01 0.03 -0.02
0.00 0.01 0.00
0.02 0.01 0.01
0.00 -0.02 0.01
0.03 0.02 -0.03
0.03 0.03 -0.03
-0.01 0.01 0.01
0.01 -0.01 0.00
0.00 -0.01 0.00
0.00 -0.01 0.00
-0.02 0.01 -0.02
-0.07 0.04 -0.06
-0.01 0.01 0.01
0.02 0.00 0.01
-0.03 -0.02 0.00
0.03 0.01 0.02
-0.02 -0.05 0.00
-0.09 -0.06 0.08
0.06 -0.02 -0.06
0.03 0.03 -0.01
-0.01 0.01 0.07
0.02 0.00 -0.05
-0.02 0.02 0.00
0.00 0.00 0.01
0.00 0.00 0.00
0.00 0.00 0.00
0.00 0.00 0.00
0.01 -0.02 0.00
0.00 0.00 0.00
0.00 0.00 0.00
0.00 0.00 0.00
0.00 0.00 0.00
0.00 0.00 0.00
0.00 0.00 0.00
0.00 0.00 0.00
0.00 0.00 0.00
0.00 0.00 0.00
0.03 0.02 0.01
-0.01 0.00 0.01
0.00 0.00 0.00
0.00 -0.01 0.00
-0.01 0.00 0.00
0.01 -0.01 -0.01
0.06 -0.03 -0.10
0.12 0.16 -0.20
-0.16 -0.40 -0.25
-0.12 -0.09 0.62
-0.10 0.07 -0.08
0.02 0.13 -0.12
-0.08 0.04 0.02
-0.05 0.03 0.00
0.09 -0.10 0.02
-0.06 0.03 -0.12
0.16 0.03 0.13
-0.03 0.03 0.00
-0.02 -0.01 -0.01
-0.03 -0.01 -0.03
0.21 0.07 0.01
-0.14 -0.05 -0.06
0.02 -0.13 0.14
0.01 -0.04 0.01
0.00 -0.05 0.01
0.03 0.00 -0.05
0.00 0.00 0.00
-0.01 0.01 0.00
0.01 0.00 -0.01
-0.02 -0.02 -0.01